# 1
C2H2FORu | ωB97M-V/def2-TZVPD

- HOMO (spin up / spin down): -11.989 / -15.957 eV
- LUMO level (spin up / spin down): -0.1700 / -0.3019 Eh
- Frontier orbital gap (spin up / spin down): 7.362 / 7.743 eV
- 2S+1: 7
- Net charge: +1

```
7
C2H2FORu ωB97M-V/def2-TZVPD
C -0.34 0.02 0.13
C 0.75 -0.73 0.03
O -0.47 1.35 0.04
H 0.52 -1.80 -0.02
H -1.44 1.54 -0.10
Ru 2.66 0.07 0.00
F -1.68 -0.44 -0.07
```

=====

# 2
C2H2HgMgO2 | ωB97M-V/def2-TZVPD

- HOMO (spin up / spin down): -6.062 / -8.913 eV
- ΔE to the lowest compared entry with this formula, charge and spin: 56.9 kJ/mol
- LUMO level (spin up / spin down): 0.0092 / -0.0474 Eh
- Frontier orbital gap (spin up / spin down): 6.311 / 7.623 eV
- 2S+1: 3

```
8
C2H2HgMgO2 ωB97M-V/def2-TZVPD
O 1.39 -0.34 -1.24
C 0.38 -0.94 -1.04
C -0.73 -1.02 -0.28
O 0.42 1.26 1.01
Hg -1.09 2.27 1.75
Mg 2.06 1.45 0.11
H -0.74 -1.79 0.50
H -1.68 -0.89 -0.81
```

=====

# 3
C2H2INO2S | ωB97M-V/def2-TZVPD

- HOMO: -10.023 eV
- ΔE to the lowest compared entry with this formula, charge and spin: 138.6 kJ/mol
- LUMO level: 0.0147 Eh
- Frontier orbital gap: 10.423 eV
- 2S+1: 1
- SMILES: C#[N+][O-].O=C=S.I

```
9
C2H2INO2S ωB97M-V/def2-TZVPD
C -2.81 0.40 0.14
C 0.42 -0.82 0.23
N -2.41 1.46 -0.17
O 0.30 -0.72 -0.93
O -1.72 2.40 -0.30
S 0.56 -0.74 1.74
I 4.29 -0.31 0.05
H 5.05 -1.34 -0.94
H -3.68 -0.32 0.17
```

=====

# 4
C2H2INO3 | ωB97M-V/def2-TZVPD

- HOMO: -9.818 eV
- ΔE to the lowest compared entry with this formula, charge and spin: 52.2 kJ/mol
- LUMO level: -0.0373 Eh
- Frontier orbital gap: 8.803 eV
- 2S+1: 1
- SMILES: O=C=O.O=CNI

```
9
C2H2INO3 ωB97M-V/def2-TZVPD
C -0.14 0.52 0.38
C -0.55 4.28 0.05
N -1.05 -0.46 0.62
O 0.17 3.97 0.85
O -0.23 1.56 -0.19
O -1.32 4.68 -0.71
I -3.00 -0.14 -0.21
H 0.86 0.15 0.95
H -0.70 -1.40 0.96
```

=====

For reference, max |F| by record: 7.47 3.39 4.20 4.11 eV/Å.